# 1
Density functional theory data (ωB97M-V/def2-TZVPD) for 2 unconnected molecules or ions with the total composition C11H21F4NO6S2Si.

```
46
C11H21F4NO6S2Si, DFT ωB97M-V/def2-TZVPD
S 0.0119 -1.7193 -2.2837
S -1.0231 -0.6723 0.6987
Si 3.9309 -1.6460 -0.4703
F -3.6260 -0.4661 0.4784
F 2.7413 -3.3468 -2.1832
F -2.6897 -0.7406 -1.4280
F -2.5060 1.1415 -0.3987
O 0.0287 0.2370 0.3383
O -0.7148 -2.7181 -1.1483
O 1.4862 -1.5058 -1.6098
O -5.6520 6.0057 2.6225
O -1.4485 -0.7531 2.0725
O 0.1148 -2.6016 -3.4181
N -4.6936 4.8275 0.9390
C 2.3405 -2.5342 -1.1196
C -3.8660 3.7133 0.5267
C 3.5862 -0.7098 1.1081
C 1.6780 -3.4372 -0.0865
C -5.2590 5.7080 -0.0684
C 0.7061 -2.7757 0.8754
C 5.3191 -2.8737 -0.2804
C -2.5729 -0.1640 -0.2464
C -4.9632 5.0834 2.2353
C -0.6410 -2.3921 0.2290
C 4.4156 -0.3982 -1.7834
H -4.4312 3.0353 -0.1158
H 3.5483 0.0124 -2.3017
H -4.4914 4.3632 2.9255
H 5.6302 -3.2794 -1.2427
H -2.9898 4.0662 -0.0213
H 1.1369 -1.9091 1.3799
H -1.4404 -2.9559 0.7130
H 5.1091 -0.8340 -2.5055
H -6.3476 5.7061 -0.0104
H 2.4777 -3.8560 0.5353
H 4.4419 -0.0639 1.3152
H 4.9366 0.4294 -1.2922
H 6.1681 -2.3238 0.1398
H -4.9184 6.7323 0.0842
H 1.2194 -4.2905 -0.5932
H 0.4880 -3.5065 1.6568
H 2.7031 -0.0769 0.9921
H -3.5300 3.1639 1.4037
H 3.4379 -1.3515 1.9802
H -4.9483 5.3664 -1.0528
H 5.0960 -3.6896 0.4111
```

The value obtained for the HOMO energy is -0.34162 Ha. For the maximum force, the calculation gives 0.0188 Eh/bohr. As for the spin multiplicity: 1. The HOMO-LUMO gap comes out at 0.355 hartree. The calculation puts the total energy at -65939.9270 eV.


# 2
Density functional theory data (ωB97M-V/def2-TZVPD) for 3 unconnected molecules or ions with the total composition C4H14NO2 at a distorted geometry.

```
21
C4H14NO2, DFT ωB97M-V/def2-TZVPD
O 1.4359 -1.7812 3.8978
O -0.6765 0.7698 -3.4558
N -0.9319 1.1847 -0.3242
C 1.0792 -0.1040 -0.2721
C -0.2670 -1.1453 -0.1726
C -1.3166 -0.1806 0.4190
C 0.5558 1.2785 -0.0265
H 0.7087 1.7536 0.9710
H -0.4681 -1.4386 -1.3223
H 1.7926 -0.5924 0.4537
H -1.5437 1.8442 0.2976
H 0.9864 -1.0455 4.2962
H -2.3150 -0.4279 0.1475
H -1.0968 0.8691 -4.3564
H -0.1499 -1.9878 0.5057
H 2.2681 -1.3476 3.6418
H -0.0286 0.0987 -3.6621
H 1.4439 -0.1738 -1.3232
H -1.2321 1.0490 -1.3556
H -1.1906 0.1342 1.4495
H 0.9645 1.9723 -0.6961
```

The value obtained for the HOMO energy is -0.52805 Ha. For the maximum force, the calculation gives 0.0696 Eh/bohr. The net charge is +1. As for the spin multiplicity: 1. The HOMO-LUMO gap comes out at 0.411 hartree. The calculation puts the total energy at -9952.7370 eV.